Here is a cluster of 2 separate species, C4H5N4O2S in total in a non-equilibrium geometry from OMol25. Energies are from ωB97M-V/def2-TZVPD.

Geometry (Å):
C (-4.357, -0.094, 0.022)
C (0.337, 1.162, -0.022)
C (2.538, -0.384, -0.433)
C (-3.396, 0.371, 0.930)
N (-0.905, 1.573, 0.215)
N (1.124, 2.121, -0.518)
N (-0.866, 2.864, -0.098)
N (0.333, 3.150, -0.504)
O (-4.752, -0.940, -0.734)
O (-4.668, 1.116, 0.483)
S (0.796, -0.536, 0.170)
H (3.127, -0.175, 0.351)
H (2.487, 0.317, -1.256)
H (2.950, -1.203, -0.945)
H (-2.429, 1.012, 0.672)
H (-3.561, 0.205, 2.042)

Properties
* HOMO level: -4.639 eV
* molecular weight: 173.177 g mol⁻¹
* net charge: -1
* strongest force on any atom: 4.030 eV/A
* E: -25118.0607 eV
* relative energy (zero: lowest compared OMol25 entry of this formula, charge and spin): 17.7 kJ/mol

***

Here is a cluster of 4 separate species, CH11N3O3 in total in a non-equilibrium geometry from OMol25. Energies are from ωB97M-V/def2-TZVPD.

Geometry (Å):
N (-0.024, 0.644, 1.330)
C (-1.077, 0.632, 0.547)
N (-1.509, -0.498, -0.102)
N (-1.889, 1.727, 0.516)
H (0.455, -0.276, 1.433)
H (-2.369, -0.626, -0.375)
H (-1.020, -1.305, 0.134)
H (-1.614, 2.481, 1.234)
H (-2.853, 1.749, -0.005)
O (-0.184, -3.442, -0.381)
H (0.101, -3.547, -1.288)
H (0.518, -3.747, 0.235)
O (2.138, 3.304, -0.483)
H (1.375, 3.007, 0.111)
H (2.516, 2.594, -0.905)
O (2.122, -1.007, -0.420)
H (2.163, -0.791, -1.369)
H (1.150, -0.900, -0.211)

Properties
* HOMO level: -8.885 eV
* molecular weight: 113.117 g mol⁻¹
* structure (SMILES): N=C(N)N.O.O.O
* strongest force on any atom: 5.794 eV/A
* E: -11827.6921 eV
* relative energy (zero: lowest compared OMol25 entry of this formula, charge and spin): 160.4 kJ/mol

***

Here is a structure of composition C39H33ILuN5O2S4 from OMol25. Energies are from ωB97M-V/def2-TZVPD.

Geometry (Å):
Lu (0.067, -0.234, -0.567)
C (-3.218, 1.633, 0.420)
C (-2.126, 0.942, 1.182)
N (-0.919, 1.403, 1.103)
N (-0.183, 1.130, 2.270)
C (1.040, 0.740, 2.320)
S (2.117, 0.151, 1.089)
S (1.644, 0.766, 4.011)
C (1.869, -1.040, 4.199)
C (1.499, -1.449, 5.599)
C (2.461, -1.537, 6.599)
C (2.104, -1.891, 7.896)
C (0.779, -2.164, 8.203)
C (-0.188, -2.078, 7.207)
C (0.169, -1.720, 5.916)
C (-2.447, -0.207, 2.047)
C (-3.540, -0.211, 2.912)
C (-3.847, -1.322, 3.682)
C (-3.047, -2.459, 3.553)
C (-1.971, -2.485, 2.683)
C (-1.643, -1.365, 1.904)
O (-0.652, -1.422, 1.043)
H (-3.022, 2.703, 0.390)
H (-3.335, 1.242, -0.591)
H (-4.166, 1.481, 0.942)
H (1.204, -1.509, 3.474)
H (2.892, -1.321, 3.954)
H (3.498, -1.329, 6.358)
H (2.864, -1.956, 8.665)
H (0.500, -2.439, 9.212)
H (-1.225, -2.286, 7.439)
H (-0.587, -1.637, 5.140)
H (-4.141, 0.687, 3.012)
H (-4.676, -1.301, 4.377)
H (-3.267, -3.340, 4.147)
H (-1.349, -3.368, 2.583)
S (5.781, -2.129, -1.286)
C (7.396, -2.479, -1.693)
C (7.816, -1.742, -2.759)
C (6.793, -0.882, -3.249)
C (5.625, -0.982, -2.551)
C (4.364, -0.247, -2.786)
C (3.327, -0.263, -1.832)
N (2.192, 0.377, -1.970)
C (1.977, 1.067, -3.103)
C (2.925, 1.145, -4.117)
C (2.638, 1.905, -5.306)
C (1.474, 2.566, -5.437)
C (0.495, 2.540, -4.378)
C (-0.689, 3.285, -4.436)
C (-1.563, 3.294, -3.381)
C (-1.231, 2.487, -2.274)
N (-0.147, 1.745, -2.203)
C (0.732, 1.783, -3.234)
C (-2.805, 4.098, -3.369)
C (-3.684, 4.279, -2.342)
C (-4.774, 5.133, -2.680)
C (-4.697, 5.582, -3.961)
S (-3.310, 4.981, -4.750)
C (4.138, 0.465, -3.931)
H (7.954, -3.204, -1.121)
H (8.812, -1.805, -3.176)
H (6.931, -0.207, -4.085)
H (3.450, -0.819, -0.909)
H (3.381, 1.937, -6.094)
H (1.259, 3.146, -6.327)
H (-0.883, 3.878, -5.325)
H (-1.881, 2.451, -1.416)
H (-3.562, 3.831, -1.367)
H (-5.570, 5.399, -1.998)
H (-5.376, 6.241, -4.482)
H (4.884, 0.499, -4.719)
C (-2.690, -3.182, -0.770)
C (-3.149, -1.754, -0.797)
N (-4.437, -1.519, -0.483)
O (-2.413, -0.825, -1.147)
H (-3.438, -3.851, -0.345)
H (-1.769, -3.241, -0.197)
H (-2.469, -3.488, -1.792)
H (-4.987, -2.235, -0.044)
H (-4.737, -0.563, -0.388)
I (1.495, -2.479, -3.753)
C (0.075, -2.044, -2.180)
H (-0.847, -1.971, -2.755)
H (0.038, -3.009, -1.673)

Properties
* HOMO level: -7.461 eV
* molecular weight: 1033.865 g mol⁻¹
* strongest force on any atom: 0.682 eV/A
* E: -137590.1355 eV
* relative energy (zero: lowest compared OMol25 entry of this formula, charge and spin): 249.6 kJ/mol

***

Here is a cluster of 2 separate species, C4H9N in total in a non-equilibrium geometry from OMol25. Energies are from ωB97M-V/def2-TZVPD.

Geometry (Å):
C (2.093, 0.075, 0.152)
C (0.917, -0.071, 0.872)
C (0.345, -1.351, 1.306)
H (2.337, 0.973, -0.330)
H (2.885, -0.694, 0.274)
H (0.181, 0.764, 0.947)
H (0.659, -2.352, 0.857)
H (0.939, -1.639, 2.220)
H (-0.728, -1.379, 1.431)
C (-1.557, 1.381, -1.642)
N (-2.776, 1.062, -1.432)
H (-1.416, 2.404, -1.651)
H (-0.675, 0.644, -1.724)
H (-3.203, 0.184, -1.280)

Properties
* HOMO level: -9.138 eV
* molecular weight: 71.123 g mol⁻¹
* structure (SMILES): C=CC.C=N
* strongest force on any atom: 4.386 eV/A
* E: -5781.0918 eV
* relative energy (zero: lowest compared OMol25 entry of this formula, charge and spin): 262.5 kJ/mol

***

Here is a structure of composition C33H36F4N2SbSr from OMol25. Energies are from ωB97M-V/def2-TZVPD.

Geometry (Å):
Sr (1.011, 0.111, -0.559)
C (1.571, -3.361, -1.249)
C (1.424, -3.241, 0.258)
N (0.510, -2.153, 0.641)
C (-0.862, -2.359, 0.125)
C (-1.504, -3.712, 0.403)
C (0.525, -1.932, 2.107)
C (0.105, -0.514, 2.489)
N (0.938, 0.462, 1.797)
C (1.884, 1.168, 2.470)
C (2.958, 1.688, 1.727)
F (2.972, 1.385, 0.369)
C (3.983, 2.452, 2.225)
F (4.940, 2.877, 1.387)
C (4.032, 2.760, 3.568)
C (2.998, 2.269, 4.344)
F (2.978, 2.550, 5.650)
C (1.959, 1.514, 3.834)
F (0.978, 1.152, 4.684)
H (2.321, -4.111, -1.497)
H (1.919, -2.417, -1.690)
H (0.646, -3.647, -1.752)
H (2.395, -3.010, 0.702)
H (1.106, -4.198, 0.687)
H (-0.853, -2.196, -0.960)
H (-1.488, -1.570, 0.551)
H (-1.004, -4.517, -0.134)
H (-2.543, -3.696, 0.075)
H (-1.498, -3.953, 1.465)
H (1.553, -2.082, 2.443)
H (-0.098, -2.674, 2.619)
H (0.137, -0.443, 3.574)
H (-0.948, -0.359, 2.226)
H (4.825, 3.354, 3.990)
C (1.460, 0.122, -6.897)
C (0.243, 0.940, -6.568)
C (-0.229, 1.876, -7.482)
C (-1.345, 2.655, -7.211)
C (-2.016, 2.517, -6.008)
C (-1.557, 1.595, -5.080)
C (-0.441, 0.805, -5.351)
Sb (0.124, -0.525, -3.804)
C (2.154, 0.185, -3.468)
C (2.052, 1.537, -3.096)
C (3.141, 2.268, -2.649)
C (4.374, 1.639, -2.544)
C (4.497, 0.315, -2.926)
C (3.414, -0.427, -3.410)
C (3.675, -1.817, -3.917)
C (-0.098, -2.461, -4.680)
C (0.884, -3.178, -5.357)
C (0.638, -4.456, -5.840)
C (-0.610, -5.027, -5.654)
C (-1.603, -4.308, -5.009)
C (-1.375, -3.026, -4.518)
C (-2.526, -2.284, -3.882)
H (1.841, 0.368, -7.885)
H (1.229, -0.943, -6.886)
H (2.261, 0.303, -6.175)
H (0.288, 1.996, -8.425)
H (-1.689, 3.372, -7.944)
H (-2.884, 3.122, -5.790)
H (-2.080, 1.491, -4.134)
H (1.092, 2.047, -3.191)
H (3.029, 3.310, -2.382)
H (5.233, 2.179, -2.174)
H (5.466, -0.163, -2.869)
H (4.652, -2.173, -3.592)
H (3.677, -1.816, -5.008)
H (2.924, -2.535, -3.588)
H (1.856, -2.744, -5.529)
H (1.415, -4.994, -6.363)
H (-0.817, -6.020, -6.026)
H (-2.588, -4.743, -4.893)
H (-3.440, -2.871, -3.951)
H (-2.718, -1.328, -4.380)
H (-2.348, -2.073, -2.825)

Properties
* HOMO level: -9.745 eV
* molecular weight: 746.037 g mol⁻¹
* net charge: +1
* strongest force on any atom: 0.284 eV/A
* E: -56023.2411 eV
* relative energy (zero: lowest compared OMol25 entry of this formula, charge and spin): 83.1 kJ/mol

***

Here is a cluster of 2 separate species, C3H10NOPS in total in a non-equilibrium geometry from OMol25. Energies are from ωB97M-V/def2-TZVPD.

Geometry (Å):
C (1.076, 0.976, -1.272)
C (1.191, 0.199, -0.172)
C (1.153, 0.758, 1.262)
P (0.800, -1.654, -0.110)
H (0.844, 0.578, -2.247)
H (1.177, 2.049, -1.125)
H (1.300, 1.837, 1.291)
H (0.008, 0.432, 1.397)
H (1.778, 0.301, 1.922)
H (1.155, -2.058, -1.317)
H (2.096, -1.858, 0.354)
N (-2.347, -1.160, -0.247)
S (-2.432, 0.172, 0.883)
O (-1.924, 1.308, -0.026)
H (-3.217, -1.492, -0.545)
H (-1.776, -1.859, 0.075)
H (-0.881, 1.472, -0.122)

Properties
* HOMO level: -8.368 eV
* molecular weight: 139.160 g mol⁻¹
* structure (SMILES): C=C(C)P.NSO
* strongest force on any atom: 5.499 eV/A
* E: -26931.6986 eV
* relative energy (zero: lowest compared OMol25 entry of this formula, charge and spin): 462.7 kJ/mol

***

Here is a structure of composition C2H9N7O4S2 in a non-equilibrium geometry from OMol25. Energies are from ωB97M-V/def2-TZVPD.

Geometry (Å):
C (3.116, 0.864, 0.374)
C (-2.773, 0.102, -0.173)
N (4.333, 0.901, -0.113)
N (2.862, -1.463, -0.164)
N (-3.940, -0.536, -0.299)
N (-1.552, -0.271, -0.614)
N (2.268, -0.317, 0.468)
N (-5.202, 0.170, -0.024)
N (0.909, -0.190, 0.799)
O (2.549, 1.996, 0.703)
O (-2.844, 1.229, 0.433)
O (5.673, -1.192, 0.604)
O (0.817, 0.375, -1.529)
S (0.067, 0.798, -0.370)
S (5.047, -0.594, -0.493)
H (2.597, -2.339, 0.288)
H (2.698, -1.784, -1.152)
H (-3.915, -1.492, -0.559)
H (-1.653, -0.891, -1.434)
H (-5.867, 0.401, -0.707)
H (-5.605, -0.241, 0.843)
H (-3.738, 1.437, 0.909)
H (3.124, 2.726, 0.553)
H (1.029, 0.309, 1.656)

Properties
* HOMO level: -17.200 eV
* molecular weight: 259.273 g mol⁻¹
* net charge: +2
* strongest force on any atom: 5.030 eV/A
* E: -42489.1778 eV

***

Here is a cluster of 7 separate species, C59H82F2N2O11P3S in total in a non-equilibrium geometry from OMol25. Energies are from ωB97M-V/def2-TZVPD.

Geometry (Å):
C (2.071, -5.548, -0.762)
C (3.310, -4.722, -1.488)
O (2.961, -3.325, -1.775)
C (3.465, -2.397, -0.749)
O (4.676, -1.827, -0.899)
C (2.664, -2.037, 0.647)
C (1.220, -1.279, 0.429)
C (1.234, 0.177, -0.238)
C (0.282, 1.397, 0.398)
C (0.362, 1.247, 1.997)
C (1.623, 0.845, 2.857)
O (2.996, 1.060, 2.477)
C (1.507, 1.530, 4.392)
N (2.926, 1.940, 4.840)
C (-1.271, 1.244, -0.275)
C (-2.423, 2.037, 0.628)
C (-2.844, 1.469, 2.091)
C (-4.490, 1.569, 2.379)
F (-4.779, 1.790, 3.811)
C (-1.827, -0.298, -0.234)
S (-3.469, -0.903, -0.271)
C (-5.014, -0.159, -0.674)
C (-5.615, -0.838, -2.086)
C (-1.307, 1.710, -1.885)
O (-2.257, 2.898, -1.793)
C (-2.165, 0.844, -2.933)
C (-1.758, -0.552, -3.614)
O (-2.147, -1.783, -3.166)
F (-1.114, -0.725, -4.978)
N (-0.134, 2.447, -2.471)
P (0.556, 1.819, -4.041)
P (1.920, 0.193, -3.948)
O (2.403, -0.067, -5.471)
O (3.447, 0.448, -3.095)
O (1.340, -1.365, -3.432)
C (1.030, 2.840, -1.659)
C (0.910, 2.843, -0.024)
C (2.514, 3.129, 0.341)
P (0.192, 4.470, 0.573)
O (-0.371, 4.598, 2.030)
O (1.395, 5.795, 0.529)
O (-1.065, 5.197, -0.451)
H (2.001, -6.666, -1.107)
H (1.041, -5.038, -1.066)
H (2.171, -5.542, 0.416)
H (3.509, -5.297, -2.509)
H (4.265, -4.874, -0.824)
H (2.381, -3.100, 1.115)
H (3.378, -1.537, 1.425)
H (0.615, -2.017, -0.295)
H (0.648, -1.409, 1.466)
H (0.780, 0.042, -1.336)
H (2.341, 0.459, -0.429)
H (-0.185, 2.152, 2.556)
H (-0.395, 0.356, 2.273)
H (1.599, -0.326, 3.134)
H (3.282, 0.621, 1.629)
H (1.128, 0.714, 5.168)
H (0.876, 2.506, 4.412)
H (2.954, 2.126, 5.869)
H (3.143, 2.867, 4.368)
H (-2.252, 3.178, 0.764)
H (-3.499, 1.971, 0.108)
H (-2.564, 0.367, 2.340)
H (-2.360, 2.212, 2.891)
H (-4.899, 0.491, 2.089)
H (-4.982, 2.343, 1.656)
H (-1.137, -0.920, -0.988)
H (-1.427, -0.732, 0.812)
H (-5.156, 0.997, -0.855)
H (-5.852, -0.436, 0.132)
H (-4.853, -1.600, -2.565)
H (-5.815, 0.034, -2.876)
H (-6.668, -1.345, -1.880)
H (-3.188, 2.638, -1.960)
H (-3.311, 0.646, -2.647)
H (-2.304, 1.593, -3.864)
H (-0.471, 3.387, -2.884)
H (1.378, 2.960, -4.486)
H (3.985, 1.173, -3.528)
H (1.946, -2.032, -3.914)
H (1.991, 2.229, -1.934)
H (1.341, 3.969, -1.916)
H (2.596, 3.492, 1.463)
H (3.241, 2.253, 0.201)
H (2.913, 3.959, -0.424)
H (1.427, 5.975, -0.477)
H (-0.834, 5.087, -1.420)
C (-2.824, -5.587, 3.651)
C (-2.814, -4.835, 2.476)
C (-2.963, -3.450, 2.533)
C (-3.113, -2.815, 3.767)
C (-3.119, -3.567, 4.941)
C (-2.979, -4.953, 4.883)
H (-2.711, -6.668, 3.606)
H (-2.691, -5.329, 1.516)
H (-2.962, -2.865, 1.618)
H (-3.224, -1.735, 3.812)
H (-3.233, -3.072, 5.902)
H (-2.989, -5.539, 5.798)
C (6.540, 3.354, 7.574)
C (6.650, 3.134, 8.947)
C (6.138, 1.966, 9.510)
C (5.524, 1.011, 8.699)
C (5.417, 1.229, 7.325)
C (5.921, 2.402, 6.763)
H (6.936, 4.266, 7.136)
H (7.134, 3.874, 9.579)
H (6.217, 1.798, 10.581)
H (5.129, 0.098, 9.137)
H (4.940, 0.485, 6.692)
H (5.833, 2.574, 5.694)
C (-0.659, -6.298, -6.027)
C (0.149, -7.400, -6.306)
C (1.441, -7.468, -5.786)
C (1.922, -6.437, -4.978)
C (1.113, -5.337, -4.696)
C (-0.176, -5.265, -5.224)
H (-1.665, -6.244, -6.435)
H (-0.229, -8.206, -6.930)
H (2.073, -8.323, -6.009)
H (2.927, -6.492, -4.569)
H (1.487, -4.534, -4.065)
H (-0.805, -4.405, -5.009)
C (-2.524, 6.879, -3.828)
C (-2.514, 7.631, -5.003)
C (-2.663, 9.016, -4.946)
C (-2.813, 9.651, -3.712)
C (-2.819, 8.899, -2.538)
C (-2.679, 7.513, -2.596)
H (-2.411, 5.799, -3.873)
H (-2.391, 7.137, -5.963)
H (-2.662, 9.601, -5.861)
H (-2.924, 10.731, -3.667)
H (-2.933, 9.394, -1.577)
H (-2.689, 6.927, -1.681)
C (4.441, -8.033, -8.301)
C (5.249, -9.135, -8.580)
C (6.541, -9.203, -8.059)
C (7.022, -8.172, -7.252)
C (6.213, -7.072, -6.970)
C (4.924, -7.000, -7.497)
H (3.435, -7.980, -8.709)
H (4.871, -9.942, -9.203)
H (7.173, -10.058, -8.282)
H (8.027, -8.227, -6.842)
H (6.587, -6.270, -6.339)
H (4.295, -6.140, -7.282)
C (-6.381, 2.876, 7.137)
C (-6.087, 3.528, 5.940)
C (-6.279, 4.905, 5.830)
C (-6.756, 5.632, 6.921)
C (-7.046, 4.980, 8.120)
C (-6.863, 3.602, 8.227)
H (-6.235, 1.802, 7.221)
H (-5.709, 2.963, 5.092)
H (-6.057, 5.412, 4.895)
H (-6.900, 6.706, 6.837)
H (-7.415, 5.547, 8.971)
H (-7.094, 3.094, 9.159)

Properties
* HOMO level: -10.308 eV
* molecular weight: 1158.293 g mol⁻¹
* net charge: +1
* strongest force on any atom: 10.325 eV/A
* E: -132129.9438 eV